(1)
The following is a quantum chemistry calculation of C8H11NO4 as an isolated structure in a non-equilibrium geometry, from OMol25.

The calculation puts the LUMO energy at 0.41 eV. The energy comes out at -18151.145 eV. As for the orbital gap: 8.58 eV. As for the spin multiplicity: 1. The value obtained for the HOMO energy is -8.17 eV.

Cartesian coordinates (Å):
C (2.84894, -0.87154, 1.50243)
O (2.60350, -0.01132, -1.66921)
N (1.50103, 1.37967, 1.15156)
H (-1.91582, -1.73170, 1.19894)
C (2.33965, 0.33177, 0.79776)
H (-1.41183, 0.04317, 1.65325)
H (-1.25884, 2.36823, -1.80038)
C (0.21788, 1.70829, 0.67515)
C (-1.35327, -0.81258, 0.97252)
C (-1.64305, 1.53180, -1.21822)
H (2.06815, -1.52780, 1.88790)
H (2.83639, -0.84912, -2.20822)
O (-0.32952, -1.31718, -1.20791)
C (2.61810, -0.30688, -0.37103)
H (-2.07880, 0.64917, -1.82816)
C (-0.78400, -0.47623, -0.18367)
O (-0.31921, 2.74918, 1.00072)
C (-0.30674, 0.87431, -0.58925)
H (-2.36603, 1.81964, -0.47854)
H (1.79363, 1.88252, 1.97005)
O (3.37035, -1.37204, 0.21180)
H (0.45623, 0.80678, -1.40415)
H (3.74220, -0.92135, 2.11766)
H (-0.40234, -2.30587, -0.92713)

Forces on atoms 1 to 3 (eV/Å):
0.91 -1.16 0.09
0.49 -2.38 -0.97
-1.11 0.03 0.26


(2)
The following is a quantum chemistry calculation of a 9-piece molecular cluster, C39H65F7N8Si overall, from OMol25.

The calculation puts the LUMO energy at 0.52 eV. The energy comes out at -80317.730 eV. As for the orbital gap: 10.50 eV. As for the spin multiplicity: 1. The value obtained for the HOMO energy is -9.98 eV. The structure (SMILES) is C=C[Si@@H](CCC(F)(F)F)C(F)(F)C(F)F.CCCC#N.CCCC#N.CCCC#N.CCCC#N.CCCC#N.CCCC#N.CCCC#N.CCCC#N.

Cartesian coordinates (Å):
H (-4.36429, 7.13217, -1.07428)
H (3.01323, -5.02051, 1.87134)
H (-0.15384, -2.77249, -1.26861)
C (-5.16779, -2.91874, 0.35995)
H (2.37841, 1.21817, 2.50948)
C (4.57144, -5.86327, -3.74097)
H (-7.26838, 7.89682, 4.60122)
C (-4.07739, 7.06603, -0.02295)
H (-5.47483, 6.23504, 5.53471)
C (-0.95344, 0.66746, 3.37694)
H (-2.90798, -4.40395, -1.18946)
N (-7.54748, 6.19390, 1.97329)
C (-2.26185, -3.48941, -3.68347)
H (-1.46362, -4.98334, -5.05154)
H (0.54800, -10.08568, -7.20760)
C (1.35931, 0.87012, 2.34342)
F (-2.48224, -5.82820, -3.56284)
C (7.02690, -3.51755, 4.37627)
H (7.00043, -4.45887, 3.82325)
H (-5.20100, 5.56020, 3.92596)
C (3.37605, -3.10145, 1.01230)
H (0.15312, 11.11969, 4.81427)
C (2.42618, -4.24845, 1.37153)
C (0.70042, 11.20353, 3.87398)
C (-1.62170, 1.27638, 2.22573)
H (-3.83106, -1.03093, -2.22202)
C (-6.67571, 7.96128, 3.68657)
H (-0.64644, -7.90690, -7.16294)
H (-4.61655, 7.84066, 3.06503)
H (-2.11452, 5.02236, -0.22888)
C (3.91832, -4.75291, -4.57215)
H (5.61435, -6.00124, -4.02822)
H (-2.10520, -0.88351, 0.14030)
F (-3.41390, -3.42909, -4.42837)
C (0.84565, 10.33282, 1.48221)
N (3.59106, -6.51963, -7.49951)
C (0.48015, 1.18499, 3.54696)
H (2.32859, -4.21192, -3.18315)
F (-5.58987, -3.95988, -0.38393)
C (-4.85535, -1.70407, -0.47790)
H (-3.85653, 6.25052, 4.83264)
H (3.80020, -2.66697, 1.91945)
N (2.10213, -1.25836, -0.32540)
N (4.48852, -5.27326, -1.19970)
C (-3.15335, 4.70753, -0.34152)
C (-1.65254, -4.85364, -3.98251)
C (4.52538, -5.56224, -2.31020)
H (-3.22269, 3.68001, 0.01026)
H (-3.39854, 4.72399, -1.40606)
H (4.00019, -5.04182, -5.61828)
H (1.65657, -3.35691, 3.19173)
H (0.76844, 11.34456, 1.07733)
H (8.69286, -1.63634, 1.95641)
H (0.74476, -6.65392, -8.80584)
C (-4.15489, -1.99404, -1.81224)
F (-0.48895, -4.97349, -3.29850)
H (2.01303, -3.76684, -4.85490)
H (9.07473, -3.08963, 3.93766)
H (6.94989, -1.72976, 2.18925)
H (-3.83556, 5.57279, 1.50792)
H (0.64242, -4.64663, 2.53502)
F (-4.09083, -3.34747, 1.05165)
N (4.66744, -2.40860, 4.22902)
C (0.14527, 10.22888, 2.82861)
C (2.68141, -2.04912, 0.27446)
C (-2.75648, 7.67758, 0.13099)
C (-4.09461, 5.60745, 0.44663)
H (8.14258, -1.67597, 4.39529)
H (0.22522, 9.20958, 3.21098)
Si (-2.62813, -3.09826, -1.81471)
H (0.76037, -9.26418, -8.75353)
H (1.40145, -0.20419, 2.15487)
C (2.45032, -6.57624, -7.61929)
C (-4.91623, 6.36476, 4.60573)
C (0.99477, -6.66651, -7.74310)
F (-6.13449, -2.66022, 1.26087)
H (0.64906, -3.06425, 1.76544)
H (-4.85664, 8.51968, 4.66352)
C (2.45292, -4.53488, -4.21803)
C (0.44088, -7.92959, -7.07346)
H (4.47617, -3.82491, -4.43372)
C (-5.18969, 7.72967, 3.98843)
C (1.27823, -3.80188, 2.26867)
C (-7.19253, 6.97378, 2.73762)
H (4.05782, -6.81339, -3.90313)
H (0.38725, 9.64674, 0.77248)
C (5.69896, -2.90896, 4.29248)
C (-1.18304, -1.39132, -0.11982)
H (1.90430, 10.08151, 1.56562)
H (0.56681, -5.76886, -7.29375)
C (2.11570, 10.96087, 4.15945)
H (-4.79017, 7.66435, 0.54791)
C (0.98748, -9.21157, -7.68707)
H (-6.83460, 8.95314, 3.26112)
H (-0.27421, -1.06033, 0.37297)
N (-1.71412, 8.13656, 0.27791)
H (0.67180, -7.89751, -6.00673)
H (7.22234, -3.75495, 5.42274)
N (-2.12806, 1.74036, 1.30520)
H (2.07016, -9.27530, -7.56971)
N (3.22288, 10.75030, 4.37861)
H (0.98553, 1.35152, 1.43862)
H (-1.55711, 0.86844, 4.26310)
H (-0.91931, 10.43624, 2.70521)
H (2.03892, -4.69299, 0.45290)
H (-4.86702, -2.40821, -2.52949)
H (0.59893, 12.23336, 3.52503)
H (-5.12087, 5.24666, 0.36231)
H (-0.94492, -0.41417, 3.22142)
H (0.89789, 0.72311, 4.44312)
C (-1.13187, -2.35342, -1.03443)
H (-5.81383, -1.21106, -0.65674)
H (0.45350, 2.26185, 3.72522)
C (8.11104, -2.59476, 3.80700)
H (4.19144, -3.46958, 0.38918)
F (-1.40606, -2.57320, -4.23221)
H (-4.26036, -1.03206, 0.14148)
C (7.88882, -2.26571, 2.33646)
H (7.85765, -3.17340, 1.73050)
H (1.87659, -5.45454, -4.35034)

Forces on atoms 1 to 3 (eV/Å):
0.01 0.01 0.00
0.03 0.00 -0.02
-0.03 -0.01 0.06


(3)
The following is a quantum chemistry calculation of C28H52IrN2O2Si2 as an isolated structure in a non-equilibrium geometry, from OMol25.

The calculation puts the LUMO energy (alpha / beta) at -3.52 / -6.11 eV. The energy comes out at -55536.362 eV. As for the orbital gap (alpha / beta): 5.85 / 5.27 eV. As for the spin multiplicity: 5. The total charge is +1. The value obtained for the HOMO energy (alpha / beta) is -9.37 / -11.38 eV.

Cartesian coordinates (Å):
H (1.77605, 0.73117, -3.03189)
C (2.05692, 1.72726, -2.69533)
N (1.01492, 4.14236, -0.10709)
H (2.19267, 1.96494, 4.72047)
C (-2.19450, -4.58725, 1.64632)
H (-2.38855, 5.05490, 4.60048)
C (-0.57196, 3.67576, 1.52856)
C (-0.33340, 4.99899, 1.90826)
H (-2.05724, -0.89420, -3.51534)
H (3.35384, 2.15795, -4.35373)
H (3.69103, -2.57142, -1.36565)
C (-1.86627, 0.17870, -3.50977)
C (1.67982, -2.13330, -1.88539)
C (1.72373, 3.60839, -1.17010)
H (0.52652, -0.22345, -0.22946)
C (-2.41701, -3.91275, -1.85363)
C (-2.17044, 3.38021, 3.26750)
H (-2.36905, -2.55043, 0.91549)
H (1.09990, -1.43828, -2.50439)
H (-4.51890, 0.43078, -1.81870)
H (3.37803, -2.15251, -3.15358)
C (2.58755, 4.41962, -1.92347)
H (3.96613, -0.65579, 2.88020)
H (-2.39495, -5.60080, 1.27082)
H (-3.67299, -0.51070, -0.57648)
H (-2.27828, 3.28626, -1.09968)
C (3.17550, 3.89233, -3.06624)
H (2.97677, 2.59556, 3.24929)
C (-0.84809, 0.00424, -0.66267)
C (2.06361, 2.13076, 3.64426)
H (-0.37921, 0.49880, 3.84569)
H (-1.75303, 1.87289, 1.74371)
H (-3.31239, -5.79902, -1.45858)
C (-2.57152, -5.38351, -2.15242)
H (2.70337, -0.00667, 0.41161)
C (1.47235, -2.83278, 0.46338)
H (-0.53239, -0.73293, -1.39087)
H (-3.37371, -3.37345, -1.89028)
H (2.62336, -1.77998, 3.16834)
C (2.98846, -0.76728, 3.35672)
H (-1.61092, -5.87320, -1.95504)
C (-0.99989, 5.48537, 3.02648)
H (3.12066, -0.64003, 4.43408)
C (3.16657, -1.94562, -2.10079)
C (2.26943, 0.88601, 0.93363)
H (-0.87005, 0.34369, -3.92039)
H (-0.90784, 3.08519, -2.18848)
C (0.06175, -0.10593, 3.04472)
O (-1.78855, -3.77322, -0.57884)
H (0.43796, -4.55024, -0.39181)
H (2.22644, -4.53204, -0.71533)
H (-3.65548, -3.62693, 0.33465)
H (-1.74190, -3.42063, -2.57032)
H (-0.60988, -0.05330, 2.18088)
Si (-2.08339, 0.89035, -1.81307)
H (-4.00646, 1.20820, -0.30427)
H (1.23213, 2.83190, 3.50256)
H (2.42526, -2.59740, 0.98310)
H (1.58372, -4.83724, 0.95414)
C (1.43391, -4.27977, 0.02064)
H (0.38852, 5.57448, 1.32003)
H (-2.54827, 3.08975, -2.84155)
H (-1.39454, -0.57896, 0.07837)
C (-1.54480, 2.86833, 2.14918)
H (-2.87610, 2.76206, 3.80905)
H (3.03533, 1.70311, 0.85084)
H (1.31814, -3.15662, -2.14281)
C (1.55689, 2.24690, -1.49339)
H (3.85313, 4.50321, -3.66070)
H (0.60883, -2.57920, 1.11428)
H (3.47404, -0.89412, -1.96613)
C (-1.90286, 4.66710, 3.71064)
Si (1.79491, 0.52195, 2.73570)
C (-2.58416, -3.58313, 0.58425)
C (2.90412, 2.57020, -3.44873)
C (-1.93423, 2.75081, -1.99298)
H (2.77570, 5.42623, -1.54954)
H (-0.77841, 6.50305, 3.32050)
H (0.09335, -1.14981, 3.38063)
Ir (0.50887, 1.36992, 0.02322)
O (1.34928, -1.83105, -0.54812)
H (-2.58000, 0.64611, -4.18987)
N (0.31775, 3.20274, 0.51865)
H (-1.12319, -4.48535, 1.86730)
H (-2.89625, -5.54667, -3.18303)
C (-3.73173, 0.46793, -1.06009)
H (-2.81443, -4.40949, 2.53142)

Forces on atoms 1 to 3 (eV/Å):
0.41 0.10 0.12
0.45 1.16 0.64
2.25 0.22 -2.05


(4)
The following is a quantum chemistry calculation of C4H14N4 as an isolated structure in a non-equilibrium geometry, from OMol25.

The calculation puts the LUMO energy at -6.97 eV. The energy comes out at -10316.152 eV. As for the orbital gap: 10.86 eV. As for the spin multiplicity: 1. The total charge is +2. The value obtained for the HOMO energy is -17.83 eV.

Cartesian coordinates (Å):
H (3.16549, -0.96173, -0.64656)
N (1.72526, 0.48979, 1.38336)
N (2.16570, -1.12716, -0.40532)
N (-1.50085, 1.29058, 0.23583)
H (0.94862, 1.03881, -1.72858)
C (-1.55554, -0.15764, 0.12906)
H (-0.49088, 1.65862, 0.55320)
H (-2.73214, -1.78614, -0.27102)
H (2.16404, 1.35545, 1.46586)
H (-3.43427, -0.27339, -1.04462)
H (-1.70244, 1.76301, -0.77153)
H (2.26628, -0.13767, 1.94143)
H (2.08424, 1.72286, -0.95169)
H (-3.66922, -0.72657, 0.77460)
C (-2.95566, -0.68649, -0.13772)
H (1.74650, -1.77685, -1.21126)
C (-0.38774, -0.84506, 0.19579)
N (1.25376, 1.18622, -0.80660)
H (2.12210, -1.82594, 0.31815)
C (1.32138, 0.15256, 0.12782)
H (-2.36795, 1.59896, 0.80546)
H (-0.16670, -1.95221, 0.04436)

Forces on atoms 1 to 3 (eV/Å):
-0.62 0.11 0.23
0.05 -0.25 0.14
-0.42 -1.91 -2.15